No. 1
10
Properties=species:S:1:pos:R:3:forces:R:3 method="wB97M-V/def2-TZVPD" homo_lumo_gap_ev=9.67 e_above_lowest_kcal_mol=60.9 total_energy_ha=-1112.2416
C 0.487856 -0.807577 1.218085 -1.82 -2.46 -3.44
C -0.654620 1.194194 -0.441689 2.53 -2.89 -2.14
C 0.353994 -0.613769 -0.289788 -2.58 3.65 -0.92
O 1.243911 -0.169535 1.828678 1.36 1.15 2.27
Cl -0.684741 -1.762896 -1.129317 0.15 -0.25 0.39
Cl 1.801272 -0.302071 -1.162181 0.75 -0.11 -0.04
H -0.194987 -1.687621 1.449850 0.48 0.84 1.06
H -1.620627 1.002258 -0.882980 -0.03 -0.36 -0.37
H 0.065666 1.738645 -1.160743 -1.25 -0.66 1.81
H -0.797723 1.408374 0.570084 0.42 1.08 1.39

No. 2
12
Properties=species:S:1:pos:R:3:forces:R:3 method="wB97M-V/def2-TZVPD" homo_lumo_gap_ev=9.90 e_above_lowest_kcal_mol=6.1 total_energy_ha=-1585.7262
C 1.062507 0.577301 -0.107174 -0.80 2.72 -0.10
C -0.181919 -0.351034 0.181612 2.03 2.13 0.62
C -1.420737 0.514084 0.067077 0.59 3.32 0.61
H 2.605389 -1.115935 -0.675080 0.79 2.40 2.14
H 0.943286 0.751613 -1.265275 0.45 0.12 2.42
H 0.893175 1.590461 0.468157 0.32 -2.03 -1.30
H -2.478529 -1.080248 0.229031 0.59 -2.13 0.40
O -2.562190 -0.180936 0.017784 -0.57 3.59 -0.58
O -1.276524 1.759574 0.092182 -1.83 -4.33 -0.40
S 2.756556 0.090434 0.294740 -1.31 -3.08 -2.39
Cl -0.250408 -1.095303 1.781776 0.25 -0.17 0.19
Cl -0.090608 -1.460007 -1.084831 -0.52 -2.53 -1.61

No. 3
10
Properties=species:S:1:pos:R:3:forces:R:3 method="wB97M-V/def2-TZVPD" homo_lumo_gap_ev=8.38 e_above_lowest_kcal_mol=13.5 total_energy_ha=-1435.2371
C -1.129631 0.085165 0.630188 1.22 -0.32 -1.14
C 0.368175 -0.162199 1.011939 -2.27 -0.04 2.31
C 1.324003 -0.590729 -0.015486 2.04 1.00 -0.94
H -1.750766 0.281404 1.503699 0.04 -0.41 -0.24
H 0.478196 0.715782 1.645411 1.38 0.54 -0.62
H 0.368828 -0.895348 1.850977 -0.12 -0.38 -0.76
H 0.929086 -1.346899 -0.701017 0.13 0.10 0.18
S 2.875477 -0.034743 -0.241891 -2.15 -0.74 0.48
Cl -1.115124 1.684479 -0.273902 -0.43 -1.08 0.09
Cl -1.791244 -1.342860 -0.325430 0.17 1.32 0.64

No. 4
13
Properties=species:S:1:pos:R:3:forces:R:3 method="wB97M-V/def2-TZVPD" homo_lumo_gap_ev=10.98 total_energy_ha=-1796.8442
C -3.153119 0.629666 0.054132 0.12 -0.13 0.09
C 1.477888 -0.895318 -0.091736 0.53 -0.01 0.18
C 2.629636 0.081074 -0.195706 -0.04 -0.59 -0.19
H -2.485432 0.770635 -0.792692 0.01 0.01 0.05
H 1.110837 -1.127687 -1.092630 0.02 0.05 0.12
H 1.824605 -1.811724 0.389550 0.03 0.11 -0.09
H 3.448755 -0.347661 -0.787665 -0.03 0.15 0.08
F -3.800214 1.776329 0.323248 -0.06 0.14 -0.04
F 3.105440 0.385503 1.036656 0.05 0.12 0.04
F 2.225117 1.229443 -0.792333 0.02 0.16 0.00
Cl -2.185102 0.166719 1.455828 -3.30 0.62 1.00
Cl -4.330959 -0.617039 -0.364696 0.07 0.02 0.03
Cl 0.132550 -0.239937 0.858048 2.59 -0.66 -1.27

No. 5
9
Properties=species:S:1:pos:R:3:forces:R:3 method="wB97M-V/def2-TZVPD" homo_lumo_gap_ev=11.32 e_above_lowest_kcal_mol=18.8 total_energy_ha=-676.7116
C 0.206575 0.847796 -0.234825 -1.45 -1.05 -0.18
C 0.418113 -0.590715 -0.538845 0.23 0.52 1.86
C -0.566758 -0.119496 0.575306 -0.66 -2.48 -0.27
H 0.941240 1.346722 0.289338 1.47 1.19 0.90
H 1.296077 -1.175794 -0.235359 -0.27 0.65 -0.38
H -0.160173 -0.909545 -1.341752 -0.54 -0.81 -1.46
H -1.596958 -0.550550 0.327040 1.44 1.49 0.66
F -0.480283 1.636789 -1.104376 0.12 0.03 -0.29
Cl -0.057834 -0.485208 2.263474 -0.34 0.46 -0.83

No. 6
9
Properties=species:S:1:pos:R:3:forces:R:3 method="wB97M-V/def2-TZVPD" homo_lumo_gap_ev=11.34 e_above_lowest_kcal_mol=51.6 total_energy_ha=-676.6593
C -0.282002 0.338349 0.722045 -3.53 -1.88 6.98
C 0.899670 -0.093433 0.019070 2.47 -4.27 -0.01
C -0.493374 -0.045154 -0.552996 0.34 -3.04 -7.04
H -1.062458 -0.109691 1.534599 2.68 0.49 -1.38
H 1.430052 -1.190456 0.139046 -1.71 3.01 -0.27
H 1.592997 0.698698 -0.143126 0.29 0.43 -0.24
H -0.838330 0.424864 -1.441143 0.33 1.98 0.17
F -0.230825 1.630931 0.856519 -0.40 4.00 0.80
Cl -1.015730 -1.654109 -1.134015 -0.48 -0.71 0.99